Density functional theory data (ωB97M-V/def2-TZVPD) for one molecule with the formula C7H11N2O2P in a non-equilibrium geometry.

The calculation puts the relative energy (zero: lowest compared OMol25 entry of this formula, charge and spin) at 88.0 kcal/mol.

XYZ file:
```
23
Properties=species:S:1:pos:R:3:lowdin_charge:R:1
C 1.87051 -2.10788 0.96948 -0.05
C 2.48112 -1.36403 -0.08200 -0.14
C 0.52046 -1.88592 0.71236 -0.09
C -0.41004 2.14535 1.72645 -0.07
C -0.86502 -0.39647 -2.38879 0.00
C -0.13640 1.91900 0.21766 -0.22
C -0.73716 -0.38005 -0.87558 -0.46
N 1.60950 -0.71815 -0.85360 0.08
N 0.39984 -1.05649 -0.39033 -0.15
O -3.58515 -0.03385 -0.01099 -0.47
O -1.00456 0.91304 -0.26618 -0.31
P -2.29153 -0.36359 0.58353 0.96
H 2.19369 -2.54232 1.85804 0.07
H 3.50065 -1.48271 -0.26415 0.08
H -0.41592 -2.35066 1.27558 0.13
H -0.67399 1.25782 2.21354 0.02
H 0.52029 2.40113 2.22970 0.08
H -1.15638 2.92917 1.88858 0.08
H -1.22750 0.45656 -2.76390 0.04
H -1.46271 -1.20634 -2.83489 0.09
H 0.14328 -0.68162 -2.65084 0.07
H 0.94659 1.62548 0.02246 0.13
H -0.21955 2.92253 -0.31610 0.14
```